# 1
ORCA calculation (wB97M-V/def2-TZVPD) on 2 unconnected molecules or ions with the total composition C42H39N2O.

XYZ file:
```
84
Properties=species:S:1:pos:R:3
C 0.357 -2.837 -3.860
N 0.603 -1.827 -2.867
C 1.364 -0.710 -3.160
O 1.801 -0.388 -4.265
C 1.477 0.099 -1.876
C 2.877 -0.066 -1.253
C 3.740 1.170 -1.402
C 4.549 1.643 -0.355
C 5.102 2.924 -0.407
C 4.989 3.681 -1.580
C 4.319 3.145 -2.685
C 3.690 1.900 -2.597
N 0.456 -0.533 -1.043
C -0.704 0.108 -0.737
C -1.055 1.351 -1.167
C -2.437 1.750 -1.316
C -2.774 2.869 -2.114
C -4.077 3.346 -2.128
C -5.061 2.736 -1.341
C -4.752 1.594 -0.597
C -3.471 1.061 -0.633
C 0.358 -1.949 -1.455
C 1.440 -2.827 -0.784
C 0.902 -4.260 -0.889
C -0.628 -4.148 -1.053
C -0.936 -2.655 -1.015
H 0.484 -2.356 -4.836
H 1.052 -3.685 -3.771
H -0.671 -3.191 -3.754
H 1.258 1.149 -2.103
H 2.744 -0.300 -0.185
H 3.353 -0.941 -1.744
H 4.704 1.016 0.526
H 5.611 3.338 0.471
H 5.426 4.681 -1.632
H 4.249 3.710 -3.616
H 3.128 1.497 -3.443
H -1.424 -0.499 -0.175
H -0.295 2.049 -1.518
H -1.980 3.353 -2.696
H -4.332 4.207 -2.752
H -6.077 3.135 -1.319
H -5.514 1.109 0.011
H -3.256 0.149 -0.064
H 2.435 -2.686 -1.224
H 1.483 -2.486 0.265
H 1.342 -4.782 -1.749
H 1.168 -4.821 0.015
H -0.952 -4.579 -2.006
H -1.160 -4.682 -0.258
H -1.095 -2.365 0.036
H -1.804 -2.334 -1.601
C -0.883 0.214 2.343
C -1.991 1.137 2.461
C -1.913 2.412 1.857
C -2.956 3.321 1.973
C -4.102 2.985 2.701
C -4.210 1.710 3.264
C -3.153 0.809 3.195
C -0.952 -1.223 2.441
C 0.389 -1.752 2.413
C 0.638 -3.101 2.618
C -0.450 -3.941 2.890
C -1.762 -3.437 2.890
C -2.033 -2.099 2.576
C 1.302 -0.632 2.286
C 0.516 0.576 2.271
C 1.150 1.817 2.342
C 2.546 1.842 2.413
C 3.297 0.661 2.422
C 2.687 -0.593 2.324
H -1.043 2.673 1.261
H -2.874 4.293 1.485
H -4.914 3.716 2.818
H -5.128 1.427 3.785
H -3.190 -0.129 3.742
H 1.667 -3.473 2.602
H -0.277 -4.998 3.110
H -2.581 -4.110 3.151
H -3.053 -1.734 2.440
H 0.564 2.741 2.376
H 3.057 2.805 2.471
H 4.380 0.731 2.497
H 3.264 -1.518 2.285
```

Summary:
charge: +1
highest occupied orbital energy: -0.361 Ha
gap between HOMO and LUMO: 4.006 eV
largest force on an atom: 1.6 eV/A
2S+1: 1
calculated total energy: -49208.086 eV
LUMO: -5.81 eV

In elementary charge units, the Mulliken charges are: -0.95, 0.17, 0.42, -0.71, -0.74, 0.38, -0.43, -0.28, -0.76, -0.46, -0.71, -0.23, 0.75, 0.84, -1.06, 0.35, -0.74, -0.64, -0.58, -0.67, -0.12, 0.38, 0.31, -1.02, -0.78, -0.01, 0.39, 0.29, 0.28, 0.90, -0.54, 0.42, 0.72, 0.41, 0.38, 0.42, 0.48, -0.52, 0.44, 0.41, 0.40, 0.41, 0.44, 0.41, 0.26, -0.60, 0.32, 0.45, 0.37, 0.51, -0.77, 0.58, 0.66, 1.28, -0.09, -1.37, -0.51, -1.07, -0.40, -0.66, -0.02, 0.14, -0.76, -1.50, 0.22, 0.40, -0.12, 0.02, -0.84, -1.09, -0.08, 0.36, 0.42, 0.43, 0.44, 0.81, 0.52, 0.47, 0.41, 0.76, 0.61, 0.49, 0.72, 0.38

# 2
ORCA calculation (wB97M-V/def2-TZVPD) on a molecular structure, C42H39N2OP2Sn.

XYZ file:
```
87
Properties=species:S:1:pos:R:3
Sn 0.807 -0.091 1.330
C -3.311 2.346 2.593
C -1.861 2.765 0.476
C -2.192 2.520 -0.972
C -0.352 3.022 0.786
C 0.314 4.306 0.319
O 1.274 3.869 -0.722
C 1.436 2.552 -0.621
N 0.575 1.974 0.201
C 2.322 1.926 -1.571
C 2.595 2.734 -2.719
C 3.414 2.182 -3.709
C 3.850 0.872 -3.656
C 3.549 0.053 -2.602
C 2.938 0.627 -1.453
P 3.166 -0.242 0.082
C 4.594 0.421 0.934
C 5.506 1.254 0.274
C 6.601 1.756 1.011
C 6.835 1.299 2.285
C 5.952 0.400 2.943
C 4.863 0.010 2.225
C 3.461 -2.026 -0.097
C 4.615 -2.620 0.364
C 4.683 -4.024 0.398
C 3.699 -4.789 -0.259
C 2.627 -4.168 -0.836
C 2.458 -2.789 -0.684
H -5.062 3.541 3.010
H -2.696 3.006 3.255
H -3.729 1.528 3.220
H -2.320 3.745 0.801
H -1.758 1.586 -1.340
H -1.812 3.356 -1.597
H -3.275 2.438 -1.152
H -0.216 2.943 1.899
H 0.897 4.798 1.089
H -0.438 5.020 -0.122
H 2.109 3.705 -2.812
H 3.761 2.746 -4.610
H 4.470 0.474 -4.436
H 3.883 -0.982 -2.600
H 5.325 1.475 -0.786
H 7.321 2.412 0.535
H 7.790 1.561 2.746
H 6.172 0.040 3.929
H 4.135 -0.675 2.669
H 5.462 -1.979 0.630
H 5.563 -4.498 0.830
H 3.874 -5.883 -0.403
H 1.843 -4.731 -1.414
H 1.572 -2.258 -1.131
N -0.715 -0.957 0.270
P -2.263 -1.017 0.276
C -2.659 -1.229 -1.491
C -1.786 -1.999 -2.225
C -1.919 -2.133 -3.608
C -2.881 -1.380 -4.270
C -3.771 -0.611 -3.539
C -3.663 -0.487 -2.144
C -2.849 -2.480 1.175
C -2.312 -2.660 2.453
C -2.682 -3.741 3.220
C -3.472 -4.754 2.627
C -3.946 -4.591 1.333
C -3.663 -3.439 0.592
C -3.127 0.450 0.964
C -2.403 1.691 1.501
C -4.470 3.214 2.115
C -5.463 2.621 1.200
C -5.497 1.346 0.800
C -4.514 0.320 0.897
H -0.979 -2.515 -1.728
H -1.216 -2.804 -4.141
H -2.929 -1.417 -5.353
H -4.497 0.005 -4.113
H -4.329 0.175 -1.620
H -1.594 -1.939 2.805
H -2.278 -3.904 4.215
H -3.680 -5.620 3.204
H -4.440 -5.432 0.791
H -3.998 -3.314 -0.441
H -1.573 1.282 2.049
H -4.062 4.177 1.733
H -6.229 3.345 0.780
H -6.444 0.977 0.310
H -4.986 -0.689 0.833
```

Summary:
charge: +1
highest occupied orbital energy: -0.354 Ha
gap between HOMO and LUMO: 6.634 eV
largest force on an atom: 3.8 eV/A
2S+1: 1
calculated total energy: -73616.521 eV
LUMO: -2.99 eV

In elementary charge units, the Mulliken charges are: 0.47, -1.42, 1.12, -1.80, -0.49, -0.60, -0.41, 0.08, 0.06, 0.59, -1.09, -0.71, -0.57, -0.72, 0.73, 0.90, 0.20, -0.25, -0.69, -0.37, -0.82, -0.23, 0.19, -0.33, -0.70, -0.40, -0.60, -0.08, 0.51, 0.29, 0.48, 0.50, 0.10, 0.54, 0.37, 0.54, 0.31, 0.36, 0.53, 0.35, 0.45, 0.48, 0.31, 0.41, 0.36, 0.46, 0.39, 0.45, 0.40, 0.35, 0.34, 0.18, -0.19, 1.07, 0.28, -0.47, -0.57, -0.55, -0.68, -0.37, 0.29, -0.52, -0.78, -0.49, -0.62, -0.05, -0.22, 1.29, -0.57, -0.77, -0.21, -1.31, 0.35, 0.37, 0.40, 0.34, 0.32, 0.30, 0.40, 0.43, 0.33, 0.43, -0.11, 0.40, 0.32, 0.33, 0.29

# 3
ORCA calculation (wB97M-V/def2-TZVPD) on a molecular structure, C42H40Cl3CsGeNO2P2.

XYZ file:
```
92
Properties=species:S:1:pos:R:3
Cs 1.924 0.874 -1.236
C 0.307 -1.929 1.136
C 0.590 -2.047 2.642
P 1.038 -0.410 3.399
C 0.799 -0.862 5.167
C -0.245 -0.256 5.860
C -0.492 -0.575 7.189
C 0.308 -1.503 7.835
C 1.351 -2.115 7.152
C 1.596 -1.797 5.826
C 2.871 -0.507 3.383
C 3.610 -1.408 2.624
C 4.999 -1.414 2.691
C 5.664 -0.507 3.497
C 4.935 0.414 4.239
C 3.552 0.413 4.183
C 0.437 -3.287 0.441
P -0.140 -3.253 -1.341
C -1.514 -4.470 -1.229
C -2.519 -4.267 -0.283
C -3.580 -5.152 -0.180
C -3.661 -6.241 -1.036
C -2.690 -6.428 -2.007
C -1.626 -5.543 -2.110
C 1.162 -4.321 -2.076
C 1.740 -3.920 -3.276
C 2.785 -4.647 -3.838
C 3.244 -5.790 -3.208
C 2.650 -6.220 -2.026
C 1.616 -5.492 -1.462
H 0.962 -1.183 0.652
H -0.698 -1.521 1.008
H 1.382 -2.769 2.865
H -0.316 -2.391 3.144
H -0.863 0.474 5.349
H -1.307 -0.097 7.717
H 0.127 -1.745 8.875
H 1.972 -2.844 7.657
H 2.419 -2.272 5.304
H 3.110 -2.133 1.986
H 5.560 -2.129 2.102
H 6.745 -0.514 3.539
H 5.449 1.129 4.868
H 2.986 1.127 4.770
H -0.144 -4.035 0.982
H 1.484 -3.602 0.439
H -2.472 -3.406 0.375
H -4.348 -4.989 0.566
H -4.491 -6.932 -0.957
H -2.761 -7.265 -2.689
H -0.877 -5.693 -2.877
H 1.363 -3.033 -3.770
H 3.245 -4.309 -4.758
H 4.059 -6.357 -3.639
H 2.996 -7.126 -1.545
H 1.146 -5.838 -0.549
C -4.918 5.672 -5.123
C -3.503 6.015 -4.737
C -2.785 6.911 -5.519
C -1.464 7.211 -5.228
C -0.866 6.646 -4.119
C -1.581 5.773 -3.294
N -0.891 5.242 -2.190
C -1.410 5.022 -0.934
C -2.368 5.909 -0.414
C -2.815 5.790 0.884
C -2.327 4.791 1.718
C -1.408 3.889 1.214
C -0.947 3.971 -0.096
C -0.011 2.864 -0.557
O 0.609 2.996 -1.660
O 0.104 1.874 0.194
C -2.903 5.420 -3.620
C -3.655 4.363 -2.857
H -5.269 6.334 -5.913
H -5.593 5.758 -4.270
H -4.981 4.646 -5.493
H -3.262 7.369 -6.377
H -0.909 7.894 -5.858
H 0.156 6.881 -3.851
H -0.101 4.626 -2.375
H -2.709 6.724 -1.041
H -3.553 6.491 1.256
H -2.672 4.720 2.741
H -1.040 3.069 1.816
H -4.354 4.806 -2.143
H -2.982 3.712 -2.306
H -4.230 3.743 -3.545
Cl 2.937 -0.752 -3.699
Ge 3.871 -1.696 -1.913
Cl 5.545 -2.815 -2.780
Cl 4.848 0.241 -1.287
```

Summary:
charge: 0
highest occupied orbital energy (alpha / beta): -0.253 / -0.253 Ha
gap between HOMO and LUMO (alpha / beta): 6.746 / 2.446 eV
largest force on an atom: 2.2 eV/A
2S+1: 2
calculated total energy: -163000.066 eV
LUMO (alpha / beta): -0.15 / -4.45 eV

In elementary charge units, the Mulliken charges are: 1.19, 0.52, -1.61, 0.28, 0.24, -0.43, -0.48, -0.42, -0.65, -0.23, 0.04, 0.19, -0.78, -0.48, -0.66, -0.31, -1.15, 0.05, 0.51, -0.51, -0.59, -0.46, -0.61, -0.40, 0.55, -0.84, -0.59, -0.41, -0.83, 0.08, -0.71, 0.54, 0.62, 0.69, 0.38, 0.39, 0.38, 0.39, 0.32, 0.25, 0.42, 0.39, 0.41, 0.40, 0.46, 0.70, 0.34, 0.40, 0.37, 0.39, 0.37, 0.50, 0.43, 0.40, 0.41, 0.44, -1.55, 1.00, -0.86, -0.72, -0.92, -0.22, -0.08, -0.03, -0.54, -0.58, -0.67, -0.68, 0.21, 1.32, -1.17, -1.07, 1.31, -1.52, 0.38, 0.31, 0.34, 0.33, 0.37, 0.49, 0.32, 0.50, 0.38, 0.40, 0.62, 0.30, 0.32, 0.52, -0.32, 0.86, -0.29, -0.38